[1]
Here is a cluster of 8 separate species, C28H24Cl12F4 in total at a distorted geometry from the OMol25 dataset. Energies are from ωB97M-V/def2-TZVPD.

Properties
HOMO-LUMO gap   9.6 eV
Structure (SMILES)   ClC(Cl)Cl.ClC(Cl)Cl.ClC(Cl)Cl.ClC(Cl)Cl.Fc1ccccc1.Fc1ccccc1.Fc1ccccc1.Fc1ccccc1
Lowest unoccupied orbital energy   0.34 eV
2S+1   1
Total energy   -190562.7624 eV

Atoms and positions in Å:
Cl -3.0960 -4.5533 -1.8182
Cl 4.9827 -1.7704 1.1458
Cl 4.0332 0.3492 2.7497
Cl 3.9638 2.7931 -1.3827
Cl -1.6796 -5.8315 0.3861
Cl 3.3231 -3.1548 -2.5708
Cl 2.9649 5.4462 -0.9202
Cl 2.2518 -5.1512 -4.3369
Cl 6.7405 0.5890 1.5393
Cl 2.3002 -5.6034 -1.4620
Cl -1.5699 -6.9564 -2.2960
Cl 1.8778 3.8074 -3.0684
F -2.7022 -2.4697 2.9567
F -1.2900 1.1854 -5.8754
F -2.4266 2.9619 3.7788
F -0.1345 -0.9953 -3.1980
C -2.5670 -6.0703 -1.0947
C -0.3122 0.0779 3.9281
C 0.7983 -0.7048 4.2365
C 1.8144 -0.7111 -0.1663
C 0.7591 -2.0832 4.0244
C 5.4690 -0.5162 2.2224
C 2.1650 -4.4821 -2.7459
C -1.5219 -0.5014 3.4475
C -0.7969 5.0487 0.6340
C -3.7109 1.4690 -3.2064
C -2.8585 1.5664 -2.1193
C 0.4233 -1.2451 -1.9784
C 1.1971 -1.6963 0.5751
C -3.1996 1.3779 -4.4651
C -0.3920 5.3040 1.9150
C -1.4891 1.4595 -2.2492
C -0.9938 4.6857 3.0095
C 0.3051 -2.5477 -0.0125
C -1.8265 1.3546 -4.6232
C -0.9583 1.5274 -3.5813
C -0.4525 -2.6878 3.7103
C -2.1482 3.1943 1.5355
C -0.0855 -2.3664 -1.3346
C -1.8492 3.6138 2.7742
C -1.5390 -1.8778 3.3396
C 2.5673 3.7848 -1.4307
C 1.3973 -0.3999 -1.4749
C -1.6402 3.9392 0.4642
H -2.3835 0.0839 3.1743
H -0.8830 5.0172 4.0533
H 1.6563 -2.6821 4.1259
H 1.6616 -0.2565 4.6781
H -0.2941 1.1428 3.9770
H -2.0127 3.6623 -0.5196
H -0.8392 1.6432 -1.4078
H 0.1975 6.1835 2.1072
H 1.2045 -3.9968 -2.6339
H -0.8429 -2.8830 -1.9027
H -0.1266 -3.3094 0.6125
H -3.4288 -6.6910 -0.9075
H -0.4782 -3.8032 3.6678
H -2.7792 2.3654 1.4015
H -4.7707 1.2925 -3.0987
H -3.7905 1.5060 -5.3907
H 0.0758 1.4278 -3.7267
H 2.5542 -0.0297 0.2672
H 1.7944 3.3731 -0.7576
H -3.2509 1.5862 -1.1357
H 1.4549 -1.8048 1.5696
H 1.7137 0.4357 -1.9957
H 5.9125 -0.9774 3.1420
H -0.4389 5.5549 -0.2615

=====

[2]
Here is a structure of composition C28H24Cl2N6O8Ti at a distorted geometry from the OMol25 dataset. Energies are from ωB97M-V/def2-TZVPD.

Properties
HOMO-LUMO gap (spin up / spin down)   7.0 / 8.0 eV
Lowest unoccupied orbital energy (spin up / spin down)   2.36 / 2.35 eV
2S+1   2
Total energy   -102913.1119 eV
Expectation value of S²   0.753
Net charge   -1

Atoms and positions in Å:
Ti 0.7945 -0.4827 -0.5204
Cl 0.3146 -3.8220 3.8110
Cl 2.5327 -1.9205 3.6581
O -3.6576 -3.6641 -3.2085
O -5.3053 -2.3670 -2.5113
O 4.6437 0.8272 -0.5726
O -1.1678 -1.1155 2.9259
O 0.5362 -1.3601 1.4592
O 0.3210 -1.1702 -2.4189
O 4.4934 -1.7154 0.7089
O -1.2919 -1.4114 -3.9920
N -2.3584 -1.2424 0.3526
N -2.3532 3.2546 -0.0661
N 1.3508 1.0817 -1.7420
N 1.3712 -2.8104 -0.4999
N 2.7980 -0.5887 -0.4414
N -1.3984 -1.0484 -0.5414
C -0.0062 -1.4255 2.5863
C 0.7797 -2.0822 3.7376
C 2.3113 3.2998 -3.0737
C 2.5526 -2.9225 0.1082
C 3.4127 -1.6691 0.1791
C 2.5969 1.4862 -1.5723
C -0.8854 -1.3785 -2.8442
C 0.5969 -3.8861 -0.5885
C 3.1135 2.6000 -2.1855
C -2.0005 1.9215 0.4619
C 0.9692 -5.1136 -0.0714
C 3.4896 0.5550 -0.7584
C 3.0087 -4.1034 0.6510
C 0.6076 1.7119 -2.6384
C -0.7472 1.8229 1.3301
C -3.9960 -2.7517 -2.5185
C -1.8408 -1.5228 -1.6975
C 1.5491 1.3478 1.7613
C -3.4203 -1.8361 -0.2018
C -1.4262 3.6955 -1.0849
C -2.5955 4.3007 0.9078
C 0.4440 1.2028 0.8847
C 1.4781 1.9676 2.9995
C 0.2571 2.4547 3.4551
C -0.8377 2.3796 2.6121
C -3.1367 -2.0361 -1.5411
C 1.0489 2.8316 -3.3249
C 2.1945 -5.2210 0.5648
H -4.2815 -2.1170 0.3916
H -1.8690 1.2828 -0.4048
H -1.7449 4.6676 -1.4734
H 2.5105 -6.1665 0.9938
H -3.3350 3.9681 1.6426
H 0.2994 -5.9598 -0.1594
H -1.7997 2.7390 2.9678
H -1.4267 2.9876 -1.9147
H 0.3941 3.3185 -4.0367
H 0.1621 2.8865 4.4462
H -1.6973 4.6214 1.4552
H 4.1423 2.8689 -1.9744
H -2.8755 1.5547 1.0106
H -5.3773 -1.5717 -1.9725
H 2.5149 0.9368 1.5016
H -3.0073 5.1726 0.3904
H -0.3514 -3.7581 -1.0982
H -0.3764 1.3082 -2.8037
H 0.4542 -1.6452 4.6660
H 2.6800 4.1873 -3.5759
H 3.9775 -4.1124 1.1346
H 2.3650 2.0279 3.6235
H -2.1090 -1.0682 1.3682
H -0.3899 3.7972 -0.7183